ORCA calculation (ωB97M-V/def2-TZVPD) on a 9-piece molecular cluster, C18H54O9 overall.

Each atom is followed by the atoms it is bonded to, with distances in Å.
CARTESIAN COORDINATES (ANGSTROEM)
1 C 7.966 5.059 -0.822  C2 1.519, H4 1.088, H5 1.097, H6 1.092
2 C 7.875 6.303 -1.689  C1 1.519, O3 1.434, H7 1.095, H8 1.094
3 O 6.655 6.254 -2.441  C2 1.434, H9 0.961
4 H 8.902 5.071 -0.267  C1 1.088
5 H 7.947 4.164 -1.454  C1 1.097
6 H 7.084 4.960 -0.187  C1 1.092
7 H 8.752 6.323 -2.345  C2 1.095
8 H 7.894 7.191 -1.049  C2 1.094
9 H 6.641 7.013 -3.030  O3 0.961
10 C 6.759 -2.313 -0.261  C11 1.521, H13 1.093, H14 1.101, H15 1.086
11 C 8.059 -1.609 0.094  C10 1.521, O12 1.429, H16 1.093, H17 1.089
12 O 8.607 -0.873 -1.002  C11 1.429, H18 0.962
13 H 6.542 -3.092 0.474  C10 1.093
14 H 6.932 -2.917 -1.166  C10 1.101
15 H 5.892 -1.679 -0.424  C10 1.086
16 H 8.764 -2.382 0.409  C11 1.093
17 H 7.910 -0.898 0.907  C11 1.089
18 H 8.277 -1.243 -1.827  O12 0.962
19 C 10.995 2.660 1.869  C20 1.523, H22 1.091, H23 1.094, H24 1.092
20 C 9.481 2.523 1.779  C19 1.523, O21 1.418, H25 1.092, H26 1.098
21 O 8.831 3.246 2.811  C20 1.418, H27 0.959
22 H 11.312 3.649 2.202  C19 1.091
23 H 11.539 2.534 0.927  C19 1.094
24 H 11.380 1.917 2.571  C19 1.092
25 H 9.174 1.477 1.837  C20 1.092
26 H 9.132 2.866 0.796  C20 1.098
27 H 8.394 4.014 2.438  O21 0.959
28 C 9.928 2.297 -3.221  C29 1.507, H31 1.097, H32 1.096, H33 1.092
29 C 10.676 2.102 -1.928  C28 1.507, O30 1.420, H34 1.097, H35 1.087
30 O 10.833 0.718 -1.657  C29 1.420, H36 0.969
31 H 10.487 2.057 -4.134  C28 1.097
32 H 9.632 3.341 -3.372  C28 1.096
33 H 9.031 1.678 -3.284  C28 1.092
34 H 10.087 2.613 -1.156  C29 1.097
35 H 11.690 2.491 -1.921  C29 1.087
36 H 10.009 0.286 -1.387  O30 0.969
37 C 14.194 0.936 -1.944  C38 1.521, H40 1.097, H41 1.086, H42 1.095
38 C 15.608 0.776 -2.482  C37 1.521, O39 1.424, H43 1.096, H44 1.089
39 O 16.327 2.003 -2.563  C38 1.424, H45 0.961
40 H 13.703 1.770 -2.460  C37 1.097
41 H 14.115 1.067 -0.869  C37 1.086
42 H 13.567 0.105 -2.283  C37 1.095
43 H 15.572 0.332 -3.483  C38 1.096
44 H 16.177 0.092 -1.853  C38 1.089
45 H 15.953 2.503 -3.293  O39 0.961
46 C 8.498 -0.196 -7.684  C47 1.516, H49 1.088, H50 1.090, H51 1.091
47 C 8.198 0.189 -6.248  C46 1.516, O48 1.429, H52 1.096, H53 1.097
48 O 7.244 1.253 -6.276  C47 1.429, H54 0.962
49 H 7.573 -0.335 -8.239  C46 1.088
50 H 9.092 -1.110 -7.716  C46 1.090
51 H 9.088 0.591 -8.155  C46 1.091
52 H 9.113 0.505 -5.736  C47 1.096
53 H 7.789 -0.661 -5.688  C47 1.097
54 H 6.926 1.479 -5.398  O48 0.962
55 C 13.693 -3.050 -2.936  C56 1.519, H58 1.092, H59 1.091, H60 1.092
56 C 12.187 -2.852 -2.923  C55 1.519, O57 1.436, H61 1.091, H62 1.092
57 O 11.837 -1.633 -3.597  C56 1.436, H63 0.964
58 H 14.052 -3.641 -2.092  C55 1.092
59 H 14.203 -2.086 -2.928  C55 1.091
60 H 14.025 -3.563 -3.842  C55 1.092
61 H 11.796 -2.842 -1.905  C56 1.091
62 H 11.713 -3.661 -3.483  C56 1.092
63 H 11.395 -1.036 -2.984  O57 0.964
64 C 8.210 4.982 -5.652  C65 1.522, H67 1.095, H68 1.089, H69 1.095
65 C 6.786 4.498 -5.422  C64 1.522, O66 1.426, H70 1.089, H71 1.097
66 O 6.652 3.922 -4.125  C65 1.426, H72 0.967
67 H 8.851 4.115 -5.847  C64 1.095
68 H 8.599 5.530 -4.795  C64 1.089
69 H 8.315 5.567 -6.571  C64 1.095
70 H 6.540 3.734 -6.159  C65 1.089
71 H 6.058 5.311 -5.534  C65 1.097
72 H 6.525 4.639 -3.488  O66 0.967
73 C 11.573 -1.968 0.789  C74 1.500, H76 1.086, H77 1.098, H78 1.092
74 C 11.128 -1.401 2.104  C73 1.500, O75 1.436, H79 1.093, H80 1.095
75 O 11.912 -2.024 3.134  C74 1.436, H81 0.960
76 H 11.055 -1.607 -0.094  C73 1.086
77 H 11.465 -3.060 0.840  C73 1.098
78 H 12.653 -1.830 0.720  C73 1.092
79 H 10.066 -1.548 2.314  C74 1.093
80 H 11.313 -0.322 2.107  C74 1.095
81 H 12.223 -1.346 3.738  O75 0.960

## Properties
- LUMO level (eV) = 0.415
- SMILES = CCO.CCO.CCO.CCO.CCO.CCO.CCO.CCO.CCO
- ΔE to the lowest compared entry with this formula, charge and spin (kcal/mol) = 69.6